Record 1
12
Properties=species:S:1:pos:R:3:forces:R:3 method="wB97M-V/def2-TZVPD" orbital_gap_ev=11.14 smiles=C#C[C@@H](C#N)CO e_tot_ev=-8800.2420 e_above_lowest_kj_mol=306.5
C 1.026010 1.721119 -0.633231 0.61 -0.28 -0.18
C 1.100887 0.518768 -0.621278 -0.27 0.67 0.11
C 0.413194 -0.746668 -0.376725 0.00 0.10 -0.02
C 1.080364 -1.550381 0.665425 0.40 -0.45 0.72
N 1.602844 -2.184009 1.480103 -0.60 0.63 -0.81
C -1.087756 -0.332509 0.023383 -0.24 -0.29 0.03
O -1.375444 1.038044 0.056437 -0.26 -0.08 0.24
H 0.933519 2.781265 -0.637907 0.29 0.02 -0.14
H 0.391216 -1.373037 -1.279257 -0.06 0.21 0.17
H -1.329170 -0.800263 0.981513 0.04 -0.10 -0.13
H -1.743750 -0.718289 -0.756263 0.06 -0.17 0.14
H -1.020187 1.452830 0.853026 0.01 -0.27 -0.12

Record 2
20
Properties=species:S:1:pos:R:3:forces:R:3 method="wB97M-V/def2-TZVPD" spin_multiplicity=2 orbital_gap_ev="10.26 / 5.14" e_tot_ev=-8923.4625 total_charge=+1 e_above_lowest_kj_mol=220.8
C -0.753887 -0.418193 1.084095 -0.25 -1.15 0.85
C -2.176784 -0.322239 1.777852 1.34 -0.53 -0.27
C 0.018502 0.904902 1.214242 -3.34 0.35 0.69
O 1.233140 0.992999 1.021835 0.83 -0.40 -0.23
N -0.680429 1.966307 1.626844 8.36 0.21 -0.46
H -0.079714 -1.237048 1.498293 -0.95 1.07 -0.27
H -0.889128 -0.672507 0.033278 0.27 0.27 -0.15
H -2.217311 0.277100 2.661699 0.43 -0.03 0.91
H -0.040580 2.781740 1.684718 -1.24 -0.22 0.17
H -1.590373 2.110549 1.612751 -5.27 0.20 -0.15
H -2.526500 -1.320374 1.985633 0.25 -0.45 0.36
H -2.962791 0.068823 1.189291 -0.42 0.64 -1.39
C 0.853726 -0.484924 -2.336947 -0.16 0.29 1.15
C 2.316099 -0.777118 -2.040932 0.10 -0.80 1.66
H 0.367029 0.125261 -1.496437 0.51 -1.02 -1.18
H 0.746787 0.106183 -3.213152 -0.20 0.44 -0.82
H 0.387697 -1.433726 -2.508809 -1.00 -0.28 0.12
H 2.937316 -0.167907 -2.679966 0.57 0.45 0.61
H 2.658179 -1.823585 -2.203670 -0.66 0.57 -0.21
H 2.399022 -0.676245 -0.910617 0.85 0.39 -1.39

Record 3
38
Properties=species:S:1:pos:R:3:forces:R:3 method="wB97M-V/def2-TZVPD" orbital_gap_ev=7.44 smiles="CC1(C)CC(=O)C(=NNc2ccc(OC(F)F)cc2)C(=O)C1" e_tot_ev=-30371.1236 e_above_lowest_kj_mol=61.7
C -0.115976 -3.878019 2.084168 0.12 -0.46 -1.07
C 1.288286 -3.723430 1.453061 0.88 -1.53 1.01
C 2.147002 -4.924602 2.035265 -1.02 1.10 0.19
C 1.187398 -3.835620 -0.051080 -0.55 -0.01 0.92
C 0.483919 -2.643017 -0.662940 0.04 -1.73 -3.01
O 0.020993 -2.893692 -1.771096 -0.31 0.98 0.53
C 0.474368 -1.310230 -0.069792 -0.79 0.51 1.24
N -0.198594 -0.361649 -0.700385 0.33 2.18 1.34
N -0.340142 0.858437 -0.101713 0.72 -1.88 -0.36
C -0.783066 2.019483 -0.773377 -0.90 0.42 0.15
C -0.912391 3.213382 -0.028234 -0.10 0.86 -1.26
C -1.315662 4.420959 -0.651048 -0.29 -0.70 0.64
C -1.741794 4.428388 -1.990656 0.67 -1.20 1.45
O -2.246066 5.506099 -2.632373 -0.22 2.33 0.21
C -1.814994 6.791145 -2.201466 0.16 -0.96 -0.77
F -2.542957 7.288258 -1.160072 0.30 -0.57 -0.75
F -1.968854 7.614288 -3.258848 -0.31 -0.27 0.49
C -1.731446 3.223839 -2.674784 0.50 -1.26 0.07
C -1.238601 2.019498 -2.093044 -0.24 1.33 -0.07
C 1.093706 -1.206074 1.278734 1.32 1.22 0.08
O 1.091655 -0.146362 1.911294 -0.46 -0.64 -0.28
C 1.961138 -2.369706 1.787385 -2.47 -0.48 0.95
H -0.825089 -3.177955 1.614672 0.02 -0.18 0.39
H -0.479066 -4.922614 1.894538 0.22 0.94 0.08
H -0.071353 -3.743280 3.150881 -0.11 0.24 0.47
H 2.259790 -4.808029 3.122688 0.02 0.04 -0.23
H 1.612542 -5.863979 1.881083 0.12 0.02 -0.18
H 3.127013 -4.973873 1.594713 0.45 -0.04 -0.27
H 0.644597 -4.739447 -0.373805 0.01 0.43 0.18
H 2.166368 -3.940350 -0.489572 0.56 0.27 -0.26
H 0.045219 0.990884 0.845715 0.02 -0.41 -0.52
H -0.751290 3.305722 1.034741 0.34 -0.46 0.12
H -1.426761 5.289808 0.016417 0.08 -0.35 -0.61
H -0.749712 6.755527 -1.955917 -0.18 0.07 0.36
H -2.113667 3.221336 -3.690911 0.10 -0.11 0.08
H -1.221890 1.091165 -2.641520 -0.04 0.01 -0.20
H 2.937776 -2.299647 1.383492 1.02 0.08 -0.67
H 2.047600 -2.276639 2.883789 -0.03 0.20 -0.42